Record 1
44
Properties=species:S:1:pos:R:3:lowdin_charge:R:1 method="wB97M-V/def2-TZVPD" homo_lumo_gap_ev="6.00 / 5.99" homo_energy_ev="-10.0187 / -10.0212" lumo_ev="-4.017 / -4.026" total_energy_ev=-177595.693 de_lowest_ev=1.210 spin_multiplicity=1 charge=+1
Pt -0.140 0.524 -0.686 1.00
C 0.480 -2.418 -1.940 -0.18
C 1.135 -1.341 -2.822 -0.16
N 0.400 -0.074 -2.839 -0.16
C -0.738 0.026 -3.747 -0.24
C -2.001 -0.664 -3.229 -0.39
S -2.407 -0.301 -1.470 0.90
C -2.358 -1.983 -0.728 -0.40
C -1.066 -2.402 -0.003 -0.26
N 0.142 -1.877 -0.625 -0.17
H 1.183 -3.254 -1.864 0.13
H -0.430 -2.796 -2.406 0.10
H 1.254 -1.746 -3.835 0.13
H 2.127 -1.130 -2.418 0.13
H 1.058 0.667 -3.061 0.13
H -0.507 -0.404 -4.734 0.14
H -0.960 1.089 -3.887 0.13
H -1.948 -1.744 -3.335 0.07
H -2.858 -0.303 -3.797 0.09
H -2.608 -2.670 -1.533 0.08
H -3.182 -1.996 -0.015 0.08
H -1.061 -3.502 0.041 0.13
H -1.093 -2.024 1.023 0.12
H 0.935 -1.967 0.007 0.13
C -2.548 1.503 1.541 -0.04
C -1.187 1.560 2.148 -0.31
C -1.007 1.762 3.526 0.01
C 0.256 1.820 4.058 0.01
C 1.372 1.716 3.206 -0.18
C 2.725 1.788 3.623 -0.62
Br 3.152 2.055 5.452 0.79
C 3.760 1.678 2.720 -0.16
C 3.493 1.506 1.372 -0.60
Br 4.883 1.369 0.103 0.80
C 2.180 1.410 0.863 -0.45
O 1.954 1.223 -0.371 -0.20
C 1.110 1.510 1.830 -0.14
N -0.148 1.404 1.347 0.02
H -3.282 1.969 2.192 0.09
H -2.841 0.466 1.377 0.07
H -2.541 2.009 0.575 0.07
H -1.872 1.867 4.162 0.12
H 0.404 1.949 5.120 0.09
H 4.782 1.727 3.060 0.10

Record 2
41
Properties=species:S:1:pos:R:3:lowdin_charge:R:1 method="wB97M-V/def2-TZVPD" homo_lumo_gap_ev=7.62 homo_energy_ev=-7.0348 lumo_ev=0.585 total_energy_ev=-28668.911 spin_multiplicity=1
Cd -0.127 -1.636 -0.862 1.44
C 0.999 0.746 -2.726 -0.08
N -0.333 0.161 -2.525 -0.31
C -0.872 -0.368 -3.779 -0.10
C -1.198 1.085 -1.823 -0.23
C -2.093 1.899 -2.496 -0.04
C -2.932 2.761 -1.802 -0.10
C -2.874 2.781 -0.419 -0.09
C -1.981 1.973 0.267 -0.04
C -1.099 1.120 -0.410 -0.26
N -0.215 0.235 0.175 -0.08
C 0.340 0.347 1.424 -0.25
C 0.435 1.543 2.159 -0.04
C 1.036 1.587 3.405 -0.10
C 1.580 0.447 3.977 -0.10
C 1.549 -0.732 3.249 -0.05
C 0.960 -0.790 1.997 -0.23
N 1.022 -2.025 1.233 -0.32
C 0.292 -3.129 1.872 -0.09
C 2.406 -2.418 0.942 -0.09
H 0.954 1.593 -3.420 0.09
H 1.675 -0.008 -3.136 0.08
H 1.385 1.090 -1.768 0.08
H -0.939 0.394 -4.564 0.08
H -1.860 -0.789 -3.605 0.10
H -0.216 -1.163 -4.132 0.08
H -2.146 1.862 -3.575 0.10
H -3.627 3.394 -2.337 0.10
H -3.542 3.423 0.141 0.10
H -1.995 1.968 1.347 0.10
H 0.055 2.457 1.727 0.10
H 1.082 2.531 3.932 0.10
H 2.037 0.477 4.957 0.10
H 2.000 -1.627 3.661 0.11
H 0.753 -3.427 2.821 0.08
H 0.276 -3.987 1.199 0.08
H -0.733 -2.817 2.069 0.09
H 2.956 -2.684 1.852 0.08
H 2.924 -1.589 0.459 0.09
H 2.405 -3.282 0.275 0.08
F -0.340 -3.403 -1.763 -0.69

Record 3
48
Properties=species:S:1:pos:R:3:lowdin_charge:R:1 method="wB97M-V/def2-TZVPD" homo_lumo_gap_ev=4.60 homo_energy_ev=-15.4572 lumo_ev=-10.862 total_energy_ev=-93089.289 spin_multiplicity=1 charge=+3
Hf 0.117 -0.466 -1.047 1.57
C 1.898 2.137 -0.539 -0.04
C 0.965 2.519 -1.660 -0.08
O 0.512 1.302 -2.340 -0.27
C 0.954 1.039 -3.727 -0.06
C 1.409 -0.402 -3.785 -0.08
O 0.467 -1.262 -3.078 -0.28
C -0.759 -1.715 -3.763 -0.06
C -1.958 -0.953 -3.252 -0.06
O -1.819 -0.938 -1.782 -0.28
C -2.921 -0.476 -0.918 -0.05
C -2.397 0.600 0.006 -0.09
O -1.153 0.133 0.637 -0.26
C -0.632 0.989 1.696 -0.02
C 0.876 1.143 1.556 -0.18
O 1.267 1.011 0.178 -0.21
H 2.858 1.760 -0.887 0.16
H 2.047 2.979 0.137 0.17
H 0.070 3.008 -1.279 0.15
H 1.446 3.201 -2.361 0.16
H 0.098 1.237 -4.370 0.15
H 1.761 1.722 -3.991 0.16
H 1.542 -0.743 -4.812 0.17
H 2.354 -0.542 -3.256 0.16
H -0.671 -1.590 -4.842 0.17
H -0.841 -2.775 -3.527 0.16
H -1.987 0.082 -3.596 0.15
H -2.879 -1.461 -3.538 0.17
H -3.725 -0.054 -1.521 0.17
H -3.283 -1.347 -0.375 0.17
H -2.162 1.516 -0.546 0.14
H -3.132 0.852 0.772 0.17
H -1.055 1.991 1.588 0.16
H -0.894 0.579 2.669 0.16
H 1.201 2.093 1.986 0.19
H 2.447 0.489 2.703 0.12
Cl -0.555 -3.114 6.672 0.77
C 0.064 -2.187 5.389 -0.69
C -0.305 -2.464 4.066 -0.72
Cl -1.382 -3.757 3.721 0.70
C 0.208 -1.698 3.033 -0.11
Cl 0.798 -2.381 0.037 0.33
C 1.024 -0.736 3.349 -0.34
O 1.635 0.097 2.259 0.01
C 1.455 -0.387 4.615 -0.59
Cl 2.613 0.899 4.792 0.80
C 0.964 -1.141 5.668 -0.69
Cl 1.457 -0.792 7.261 0.77